(1)
Here is C11H17NdO7Si as an isolated structure from OMol25. Energies are from the ωB97M-V functional and the def2-TZVPD basis.

Properties
E_HOMO (spin up / spin down)   -8.537 / -8.555 eV
⟨S²⟩   3.75
Orbital gap (spin up / spin down)   8.7 / 8.7 eV
E_tot   -1806.8806 Eh
2S+1   4
Strongest force on any atom   0.08059 hartree/bohr
Net charge   0

Each line ends with the Löwdin spin population.
CARTESIAN COORDINATES (ANGSTROEM)
C 4.190828 -2.678551 0.861000  0.000
C -2.586020 3.808998 0.974568  0.000
H -1.292145 5.601399 -0.402726  0.000
C -1.411221 4.643584 -0.928620  0.000
H 4.641395 -1.969136 0.173102  0.000
Si 2.492600 -3.280213 0.220175  0.001
C -1.643170 2.654734 1.323741  -0.001
H -2.267951 4.739574 1.460540  0.000
O 0.905085 4.628815 -0.432474  0.000
H 1.617918 -4.064463 2.442530  0.000
H -1.634710 4.816553 -1.989107  0.000
Nd -0.899816 0.997429 -0.266399  3.012
O -0.416330 2.858186 1.136303  -0.001
H 3.137081 -3.429854 -2.207416  0.000
H 1.735970 4.126927 -0.365784  0.000
O -2.506937 3.919285 -0.442773  0.001
C 1.753072 -4.523003 1.467625  0.000
O -2.649350 1.292658 -1.502570  -0.010
H 4.889182 -3.500767 0.990129  0.000
H 1.746988 -4.442637 -1.882217  0.000
H 0.782846 -4.882944 1.139840  0.000
H 2.399955 -5.386689 1.595404  0.000
H 4.088513 -2.180008 1.820401  0.000
O -2.542540 -0.905334 -1.192221  0.004
C -3.482893 -0.793998 -0.112543  0.000
C 1.386074 -1.790315 0.089387  0.003
H -4.248284 -1.551218 -0.280960  0.000
C -2.266685 0.212476 -2.020714  0.006
H -3.944959 0.204656 -0.117959  0.000
C 2.703109 -4.115124 -1.485184  0.000
C 0.689154 -0.795574 0.005182  -0.012
H -2.992642 -0.979736 0.853146  0.000
O -2.102187 1.520810 1.558997  -0.003
H -3.625133 3.559852 1.206836  0.000
H 3.351866 -4.985595 -1.424452  0.000
O 0.085969 2.782801 -1.382197  -0.001
C -0.084630 3.886420 -0.882592  0.000

Force components x, y, z for each atom (eV/Å):
C -0.6 -0.2 -0.2
C 0.1 -0.2 0.1
H 0.0 -0.2 -0.1
C 0.0 0.2 0.0
H 0.0 0.1 -0.2
Si 0.2 0.0 0.1
C -0.9 2.4 1.9
H -0.1 -0.1 0.0
O 0.1 0.2 0.0
H 0.0 0.2 0.1
H 0.2 0.1 0.2
Nd 3.6 -2.1 0.6
O 0.0 0.2 0.4
H 0.1 0.2 -0.1
H -0.2 -0.1 -0.2
O 0.0 0.0 0.1
C 0.2 0.5 -0.5
O -1.7 -0.2 -1.2
H 0.1 -0.2 0.0
H -0.2 0.0 0.0
H -0.2 0.0 -0.1
H 0.2 -0.1 0.0
H -0.1 0.1 0.2
O 0.1 0.5 -0.4
C -0.6 0.2 0.1
C 0.8 -1.1 0.1
H 0.1 0.0 0.1
C -1.1 -1.1 -1.4
H 0.1 -0.4 0.2
C -0.1 0.3 0.6
C -0.3 0.3 0.0
H 0.0 0.0 -0.3
O -0.7 -0.4 0.7
H 0.3 0.1 0.0
H 0.1 -0.1 0.1
O 0.3 0.4 -0.3
C 0.4 0.6 -0.5


(2)
Here is one molecule with the formula C15H23FN4O4Si from OMol25. Energies are from the ωB97M-V functional and the def2-TZVPD basis.

Properties
E_HOMO   -9.179 eV
SMILES string   C[Si](C)(C)CCOc1nc(F)nc2c1ncn2[C@H]1C[C@H](O)[C@@H](CO)O1
Orbital gap   9.5 eV
E_tot   -1494.7293 Eh
2S+1   1
Strongest force on any atom   0.05540 hartree/bohr
Net charge   0

Each line ends with the natural charge from an NBO analysis.
CARTESIAN COORDINATES (ANGSTROEM)
O -0.088213 -2.161793 -3.275530  -0.544
H -0.198069 3.999151 2.781009  0.236
C 0.972378 -0.783094 -0.026475  0.363
H -0.847837 -0.420785 -2.455247  0.199
O 2.461625 -3.076797 -2.509387  -0.739
N 1.435155 0.615419 2.194359  -0.575
H -2.275842 0.855635 4.499335  0.230
C 0.601857 -0.416258 2.272337  0.581
N 0.316621 -1.488892 -1.015940  -0.431
O 1.236836 -0.093007 -5.317430  -0.705
C 0.092763 -0.987440 -2.410907  0.267
N -0.383190 -2.350067 0.923760  -0.408
H -2.137888 -0.234371 1.626122  0.253
C 1.351601 -0.254537 -2.912602  -0.492
C 1.723066 -0.886952 -4.257709  0.084
H -4.005104 3.026928 1.591478  0.237
H -3.542464 3.553943 3.282637  0.227
H -2.616727 0.955872 0.385335  0.235
H 0.305173 0.117116 -5.158883  0.463
H 1.781749 -2.663767 -1.897002  0.477
H 1.224829 0.842792 -3.040135  0.245
C -0.480559 3.376024 1.954636  -1.098
O -0.165034 -0.616468 3.408282  -0.475
C -1.920229 0.756826 1.198079  -1.134
C 0.374462 -1.252347 1.181292  -0.030
H 2.814686 -0.990094 -4.361036  0.210
H 0.530529 -2.582275 -5.180928  0.207
H 0.757542 1.114996 3.963187  0.225
N 1.771166 0.253665 -0.119115  -0.539
H -4.193209 1.886716 2.933845  0.237
C 1.004963 -2.264004 -4.218454  0.040
F 3.014048 1.798676 1.033259  -0.297
C 1.910314 -3.403008 -3.753929  -0.077
C -0.123960 0.529086 4.283482  -0.094
C -3.620363 2.733441 2.566164  -1.086
H 2.100030 -0.407508 -2.169830  0.263
H -1.346662 2.288414 4.842521  0.238
H -1.035904 -3.184861 -0.895300  0.225
H 0.409286 2.887686 1.584298  0.239
Si -1.816834 2.124841 2.469780  1.611
H -0.934168 0.681716 0.745368  0.213
H -0.845090 4.042841 1.195282  0.236
C -1.375341 1.402967 4.183233  -0.879
C 2.055307 0.847571 1.014353  0.787
H 0.052159 0.196908 5.316249  0.191
C -0.420655 -2.487109 -0.374982  0.225
H 2.737369 -3.563168 -4.464400  0.187
H 1.337829 -4.320628 -3.614461  0.173

Force components x, y, z for each atom (eV/Å):
O 0.3 1.7 0.8
H 0.2 0.3 0.6
C -2.3 -0.4 1.7
H 0.3 -0.2 0.2
O 0.0 0.9 1.7
N 1.0 -0.1 -1.2
H 0.2 -0.1 0.0
C -0.8 -0.4 1.4
N 0.4 -0.1 -1.2
O 0.0 0.2 -0.5
C 0.3 -1.5 -0.7
N -1.0 -0.8 -0.1
H -0.1 0.4 -0.1
C -0.6 0.4 -0.3
C -0.9 -0.5 0.3
H 0.0 0.3 0.1
H -0.9 0.1 0.0
H -0.2 0.1 0.1
H 0.3 -0.1 0.0
H 1.0 -1.0 -1.2
H 0.0 -0.7 0.2
C -0.8 -0.4 0.2
O 1.2 0.8 -1.2
C 0.4 -0.4 -0.2
C 2.0 0.1 -1.3
H -0.5 0.1 -0.2
H 0.5 0.7 0.5
H -0.6 -0.2 0.7
N 1.5 1.5 -0.2
H -0.2 0.1 0.2
C 0.0 -1.0 -0.5
F -1.1 -0.9 -0.2
C -0.4 0.4 0.2
C 0.5 1.1 0.6
C 1.6 0.1 0.2
H 0.7 0.0 0.1
H 0.4 -0.4 0.0
H 0.0 -0.3 -0.4
H 0.2 -0.2 -0.1
Si -0.3 -0.5 -0.2
H -0.1 0.0 -0.3
H -0.2 0.3 -0.6
C -0.7 0.1 -0.5
C -1.0 -0.8 1.0
H -0.2 -0.3 -0.4
C 0.2 1.7 1.1
H -0.3 0.0 0.2
H -0.2 -0.1 -0.5


(3)
Here is an isolated ion of composition C4H8NO2 and charge +1 from OMol25. Energies are from the ωB97M-V functional and the def2-TZVPD basis.

Properties
E_HOMO   -13.237 eV
Energy relative to the best compared isomer or geometry (same formula, charge and spin)   137.78 kcal per mole
Orbital gap   7.1 eV
E_tot   -361.9939 Eh
2S+1   1
Strongest force on any atom   0.09401 hartree/bohr
Net charge   +1

Each line ends with the natural charge from an NBO analysis.
CARTESIAN COORDINATES (ANGSTROEM)
C -0.278991 -0.398414 -0.260307  0.554
C -0.512420 -1.485160 -2.299875  -0.259
H -0.094338 -0.645010 -2.627568  0.195
H 0.279938 -2.254171 -2.252362  0.230
H 0.800651 1.062224 2.581711  0.240
O -0.690016 -1.406143 -0.914209  -0.312
H 0.286477 0.412651 -0.761953  0.204
C 0.679501 1.046836 1.558562  -0.293
H 1.633464 1.069542 0.917960  0.234
H -1.330131 -1.879412 -2.951260  0.262
H 0.120296 -0.960643 1.865704  0.310
H -1.095576 0.061017 1.459560  0.302
O 0.191334 3.302533 1.583162  -0.201
N 0.153043 2.282846 0.939927  0.107
C -0.143233 -0.208696 1.160948  -0.573

Force components x, y, z for each atom (eV/Å):
C 2.2 -0.7 -1.4
C 0.4 -4.7 -0.9
H 1.4 3.6 -1.6
H -0.3 0.1 -1.1
H 0.6 0.3 2.2
O -1.5 1.7 3.5
H -1.0 -0.3 -0.8
C 1.2 0.0 -3.9
H -0.6 -0.5 1.5
H 0.1 0.6 1.4
H 0.2 -1.4 -0.1
H -2.7 0.4 0.8
O 0.2 -1.8 -0.5
N -1.1 1.3 0.3
C 0.8 1.4 0.5


(4)
Here is a 2-piece molecular cluster, C3H7N2O2 overall from OMol25. Energies are from the ωB97M-V functional and the def2-TZVPD basis.

Properties
E_HOMO (spin up / spin down)   -11.802 / -15.137 eV
Energy relative to the best compared isomer or geometry (same formula, charge and spin)   183.64 kcal per mole
⟨S²⟩   2.02
Orbital gap (spin up / spin down)   6.0 / 6.7 eV
E_tot   -377.8148 Eh
2S+1   3
Strongest force on any atom   0.07251 hartree/bohr
Net charge   +1

Each line ends with the natural charge from an NBO analysis.
CARTESIAN COORDINATES (ANGSTROEM)
O 1.486347 1.018419 0.188970  -0.307
C -2.589507 -0.647396 -0.178032  -0.045
H 3.072180 -0.391374 0.742819  0.223
H -2.330312 -1.614760 -0.483230  0.231
H -4.261513 0.602343 -0.313428  0.257
N 0.395575 0.137519 0.223208  -0.039
H -3.125813 1.425455 0.358138  0.250
H 2.596308 -0.199935 -1.192719  0.230
C -3.304682 0.379336 -0.024251  -0.486
O -1.096724 1.710834 0.139377  0.009
N -0.771225 0.570911 0.212444  0.327
C 2.653292 0.289048 -0.150213  -0.356
H 0.751065 -0.730938 0.538634  0.435
H 3.489124 1.116209 -0.267374  0.272

Force components x, y, z for each atom (eV/Å):
O -1.2 0.2 -0.4
C -0.2 -0.4 -0.5
H -1.3 1.2 -2.0
H 0.0 -1.0 -0.3
H -3.1 -1.0 -1.0
N 2.3 1.7 -0.7
H 0.9 -1.4 0.1
H -0.2 0.4 1.8
C -0.2 2.8 0.9
O 0.7 1.1 -0.8
N 1.3 -0.3 2.5
C 3.7 0.0 -0.3
H -1.0 -1.8 0.5
H -1.8 -1.6 0.3